[1]
Molecular formula: C23H45BrGeNO6PRbS2
Method: DFT, ωB97M-V/def2-TZVPD

```
81
Properties=species:S:1:pos:R:3:lowdin_charge:R:1
Rb 0.46304 0.96214 -0.93017 0.775
C 3.15070 -3.12990 -0.01817 -0.061
C 2.11668 -2.06961 0.37247 -0.722
C 2.24091 -1.76908 1.86296 -0.040
C 0.71048 -2.59544 0.05648 -0.044
O 2.33919 -0.84724 -0.30376 -0.472
Ge 3.00901 -0.57170 -2.06419 0.930
O 2.90277 1.32205 -1.86478 -0.490
C 3.86750 2.16466 -1.25387 -0.726
C 5.28074 1.58382 -1.37132 -0.070
C 3.53338 2.35852 0.23209 -0.040
C 3.81024 3.50597 -1.97347 -0.038
O 1.29077 -0.70107 -2.88577 -0.471
C 1.04558 -0.60411 -4.27886 -0.734
C 2.16510 -1.24308 -5.10559 -0.071
C 0.90393 0.87171 -4.66595 -0.040
C -0.26203 -1.33911 -4.55061 -0.040
H 3.02168 -4.03484 0.58277 0.084
H 4.15978 -2.74171 0.13853 0.085
H 3.05192 -3.39848 -1.07295 0.069
H 2.07509 -2.66815 2.46722 0.081
H 1.51218 -1.00487 2.15472 0.066
H 3.24074 -1.38433 2.07503 0.088
H 0.52601 -3.55211 0.55716 0.088
H 0.60211 -2.72456 -1.02386 0.085
H -0.04291 -1.87980 0.39918 0.002
H 5.36271 0.64888 -0.81045 0.068
H 6.01973 2.28799 -0.97902 0.084
H 5.51487 1.37011 -2.41700 0.082
H 3.48866 1.38173 0.72162 0.076
H 2.56461 2.85883 0.35646 0.072
H 4.29350 2.96956 0.72537 0.086
H 4.05029 3.36688 -3.03106 0.089
H 4.51846 4.21815 -1.54033 0.086
H 2.80221 3.92392 -1.90341 0.056
H 3.09824 -0.68462 -5.00054 0.064
H 1.89342 -1.26592 -6.16529 0.084
H 2.34416 -2.26584 -4.76468 0.083
H 1.78440 1.42648 -4.32911 0.079
H 0.01890 1.30796 -4.18948 0.065
H 0.80018 0.99115 -5.74904 0.087
H -0.15889 -2.39273 -4.27838 0.086
H -0.54016 -1.27328 -5.60737 0.086
H -1.06564 -0.90480 -3.95024 0.079
O -3.64020 6.68254 0.85592 0.086
C -2.85587 5.59674 0.68079 -0.309
C -2.70627 4.60029 1.63610 0.003
C -1.87521 3.53715 1.34583 -0.155
N -1.20872 3.40488 0.19132 -0.010
C -1.37439 4.37704 -0.68607 -0.734
Br -0.41383 4.18232 -2.31063 0.789
C -2.16902 5.49172 -0.51825 -0.039
H -4.06723 6.64446 1.71852 0.115
H -3.22478 4.64348 2.58793 0.117
H -1.73107 2.75115 2.07406 0.033
H -2.25972 6.25478 -1.27837 0.119
C -5.05318 -0.67696 0.85286 -0.076
C -4.52931 -1.93324 1.51841 -0.419
C -3.70032 -2.79922 0.59259 -0.047
O -3.77573 -1.67490 2.75217 -0.287
P -2.77418 -0.50714 3.09476 -0.210
S -3.63168 1.21589 3.48386 0.457
S -1.54101 -0.06334 1.62469 0.442
O -2.09815 -1.02376 4.40513 -0.284
C -1.57095 -2.35032 4.72875 -0.406
C -2.64433 -3.11500 5.47362 -0.041
C -1.04013 -3.09626 3.52150 -0.048
H -5.69810 -0.96899 0.02344 0.090
H -4.23887 -0.06771 0.45764 0.057
H -5.63339 -0.07220 1.54942 0.067
H -5.37474 -2.51370 1.87808 0.141
H -2.83533 -2.25236 0.21464 0.059
H -4.31403 -3.11116 -0.25427 0.091
H -3.34991 -3.69363 1.11027 0.080
H -0.74602 -2.12881 5.39960 0.143
H -3.49274 -3.30747 4.81472 0.080
H -2.99289 -2.54909 6.33823 0.088
H -2.24110 -4.06964 5.81808 0.089
H -1.85290 -3.42344 2.87063 0.069
H -0.49850 -3.97746 3.86639 0.097
H -0.35044 -2.48079 2.94430 0.046
```

## Properties
**LUMO (spin up / spin down)**: 0.0043 / -0.1131 Ha
**ΔE to the lowest compared entry with this formula, charge and spin**: 0.240 eV
**Orbital gap (spin up / spin down)**: 6.843 / 3.648 eV
**<S²>**: 0.759
**2S+1**: 2


[2]
Molecular formula: H18O21S3Zn3
Method: DFT, ωB97M-V/def2-TZVPD

```
45
Properties=species:S:1:pos:R:3:lowdin_charge:R:1
Zn 0.18440 -2.06012 4.61919 0.324
Zn -3.15602 -3.34715 -2.27233 0.339
Zn -3.31341 4.33679 1.82243 0.313
S -5.19730 -0.88230 2.33975 0.256
O -3.93643 -1.23269 2.88213 -0.112
O -5.32018 0.60131 2.39939 -0.160
O -5.15295 -1.30366 0.94694 -0.139
O -6.28830 -1.55102 3.09546 -0.160
S 0.91867 0.33698 -0.33897 0.251
O 1.43932 -0.05312 0.97455 -0.112
O 0.19202 -0.82790 -0.85808 -0.155
O -0.01527 1.43682 -0.01913 -0.114
O 1.89511 0.78004 -1.28679 -0.178
S -1.56972 2.93918 6.99914 0.199
O -0.87864 3.68718 8.00805 -0.109
O -0.82857 1.85550 6.48539 -0.111
O -2.76381 2.31862 7.55751 -0.088
O -1.81465 3.83899 5.88985 -0.133
O 5.54294 4.54782 -2.38927 -0.053
H 5.05768 3.72336 -2.42136 0.022
H 6.05576 4.49322 -1.58287 0.031
O -5.20052 4.60277 -1.90382 -0.080
H -5.69803 5.41174 -2.02336 0.028
H -5.06128 4.27325 -2.79166 0.029
O -1.16430 -5.90651 -4.69869 -0.086
H -1.61429 -6.75129 -4.70785 0.027
H -0.85012 -5.79222 -5.59560 0.030
O 6.85229 -0.28926 -1.42249 -0.052
H 6.75060 -1.23677 -1.33236 0.029
H 6.00753 0.01204 -1.75691 0.023
O 0.81390 1.93468 -6.33318 -0.055
H 1.05096 2.85220 -6.46803 0.029
H 1.31146 1.66945 -5.55967 0.027
O 4.52675 -4.65250 -0.32282 -0.053
H 4.75730 -5.37134 0.26569 0.028
H 3.69980 -4.31576 0.02214 0.026
O 4.32513 3.23358 4.16422 -0.052
H 3.81168 2.58098 3.68808 0.025
H 3.68902 3.67600 4.72623 0.028
O 0.29266 -5.42510 2.29154 -0.085
H -0.43251 -5.62912 1.70100 0.030
H 0.69945 -6.27220 2.47367 0.029
O -3.20410 -1.02039 -5.47621 -0.090
H -2.51749 -0.38531 -5.67986 0.029
H -3.89674 -0.83676 -6.11084 0.029
```

## Properties
**LUMO**: -0.2298 Ha
**ΔE to the lowest compared entry with this formula, charge and spin**: 24.291 eV
**Orbital gap**: 2.445 eV


[3]
Molecular formula: ArH30O15
Method: DFT, ωB97M-V/def2-TZVPD

```
46
Properties=species:S:1:pos:R:3:lowdin_charge:R:1
Ar -0.13715 0.04053 0.19557 0.337
O -2.81239 -0.01495 -2.22847 -0.047
H -2.98876 0.42056 -1.39454 -0.003
H -3.51277 -0.66174 -2.31428 0.057
O -0.71362 1.92011 -2.97892 -0.060
H -0.88635 1.45162 -2.16227 -0.033
H 0.23981 1.99728 -3.01429 -0.022
O -3.12346 1.61500 0.21219 -0.036
H -3.71200 1.40976 0.93864 0.082
H -3.33408 2.51965 -0.01908 0.083
O 0.73587 -3.87538 0.28737 -0.063
H 1.15729 -3.25408 0.88121 -0.045
H -0.13879 -3.51418 0.14335 -0.032
O -1.47603 2.71862 1.96010 -0.066
H -1.92172 2.24565 1.25732 -0.039
H -0.75052 3.16673 1.52528 0.002
O 1.83379 -1.89148 -2.92057 -0.055
H 0.98324 -1.99171 -2.49308 -0.028
H 1.64588 -1.39067 -3.71436 0.029
O -0.89300 -2.17946 -2.29108 -0.057
H -0.96679 -2.30424 -3.23724 0.069
H -1.40249 -1.38897 -2.11280 -0.013
O 0.08653 1.04170 3.54695 -0.080
H 0.73428 0.84973 2.86887 -0.042
H -0.58559 1.55482 3.09841 -0.028
O 2.00801 2.68743 -2.94543 -0.037
H 1.66210 3.49308 -2.56137 0.036
H 2.23506 2.14108 -2.19298 -0.005
O 2.53986 1.27084 1.88910 -0.048
H 3.01581 0.56752 2.33072 0.076
H 2.93128 2.07561 2.22877 0.076
O -2.13304 -3.10600 0.33549 -0.043
H -1.98262 -2.87101 -0.58014 0.011
H -2.54012 -3.97149 0.29739 0.069
O 0.87461 3.59887 0.58895 -0.019
H 1.45668 2.86873 0.79951 0.006
H 1.22743 3.96027 -0.22416 0.047
O 1.97438 -2.38953 2.11527 -0.057
H 1.08938 -2.20108 2.42751 -0.021
H 2.33151 -3.00000 2.76026 0.062
O 2.65018 0.71116 -0.84676 -0.088
H 2.53728 1.06509 0.03541 -0.041
H 2.91146 -0.19924 -0.70847 0.045
O -0.61701 -2.19142 2.73457 -0.046
H -1.14026 -2.47495 1.98487 0.001
H -1.09303 -2.51972 3.49737 0.068
```

## Properties
**LUMO**: -0.0044 Ha
**ΔE to the lowest compared entry with this formula, charge and spin**: 0.777 eV
**Orbital gap**: 10.035 eV


[4]
Molecular formula: C5H15N2O3
Method: DFT, ωB97M-V/def2-TZVPD

```
25
Properties=species:S:1:pos:R:3:lowdin_charge:R:1
C 2.13350 0.03947 2.22849 -0.021
C -1.41982 -1.18161 1.32931 -0.073
C -2.15824 0.50295 -2.09964 -0.060
C 1.04791 1.53681 0.51943 -0.160
C -0.38982 -0.13206 -0.57406 -0.320
N 1.18224 2.16022 -0.66370 0.130
N 0.52433 -1.48349 -1.23744 0.198
O 2.11136 0.84646 1.02750 -0.095
O -1.50536 -0.81284 -0.05479 -0.157
O -0.87006 0.62758 -1.56383 -0.153
H 3.01013 0.41051 2.81284 0.117
H 2.29552 -0.94982 1.93335 0.068
H 1.21973 0.18721 2.85956 0.108
H -2.11669 -0.75098 1.97823 0.062
H -0.40302 -0.96492 1.83062 0.081
H -1.51720 -2.30618 1.53197 0.114
H -2.19733 0.93306 -3.07643 0.090
H -2.94333 1.04279 -1.40307 0.145
H -2.54130 -0.44918 -2.12527 0.056
H 0.13644 1.80275 1.08497 0.166
H 0.29191 2.37686 -1.14378 0.128
H 1.41296 -1.17841 -1.47127 0.073
H -0.01720 -1.91855 -2.04372 0.166
H 1.99101 1.77594 -1.27713 0.181
H 0.72234 -2.11453 -0.40215 0.155
```

## Properties
**LUMO**: -0.1125 Ha
**ΔE to the lowest compared entry with this formula, charge and spin**: 5.657 eV
**Orbital gap**: 8.511 eV
**Total charge**: +1


[5]
Molecular formula: C29H51N3O8ReSSbSi
Method: DFT, ωB97M-V/def2-TZVPD

```
95
Properties=species:S:1:pos:R:3:lowdin_charge:R:1
Re -0.11494 -1.30069 -0.97923 1.145
C 4.08284 -1.32809 3.66071 -0.030
C 2.59113 -1.61441 3.39018 -0.546
C 2.39412 -2.87086 2.53507 -0.019
C 1.82481 -1.52249 4.72850 -0.010
O 2.25117 -0.56378 2.38959 -0.167
Si 1.10920 0.51642 2.27554 -0.034
S 0.59924 0.66483 0.10583 0.442
O 1.46327 2.09361 2.65504 -0.202
C 2.60728 3.01405 2.20930 -0.539
C 1.84120 3.98280 1.28786 -0.034
C 3.72249 2.18585 1.53699 -0.020
C 3.00494 3.71828 3.51201 -0.026
O -0.22990 -0.04550 2.98519 -0.168
C -1.33057 0.83454 3.51028 -0.557
C -0.79420 1.26139 4.88058 -0.018
C -1.65555 1.90689 2.48456 -0.047
C -2.54628 -0.11798 3.76223 -0.029
H 4.54084 -2.23710 4.03748 0.088
H 4.29306 -0.55479 4.39678 0.082
H 4.54322 -0.97610 2.74693 0.078
H 2.53107 -3.73676 3.26425 0.112
H 3.06782 -2.85741 1.65589 0.098
H 1.33039 -2.97812 2.28148 0.059
H 1.95544 -2.48441 5.20136 0.087
H 0.73122 -1.44883 4.51479 0.084
H 2.06836 -0.63683 5.31458 0.091
H 1.59051 3.47535 0.36567 0.045
H 2.38128 4.93877 1.05965 0.106
H 0.92277 4.23802 1.85347 0.088
H 3.33762 1.57119 0.67050 0.077
H 4.06948 1.52528 2.28213 0.058
H 4.47586 2.81866 1.14255 0.079
H 2.22745 4.43745 3.81684 0.092
H 3.99878 4.20597 3.37864 0.100
H 3.15630 2.99373 4.33535 0.091
H 0.26884 1.44884 4.74608 0.073
H -1.00857 0.46915 5.59852 0.085
H -1.35998 2.10222 5.26936 0.093
H -0.92160 2.75770 2.56268 0.089
H -2.67994 2.32826 2.71487 0.117
H -1.52916 1.59322 1.47520 0.008
H -2.20242 -0.91520 4.46779 0.092
H -3.08096 -0.49235 2.87032 0.076
H -3.36110 0.40684 4.35316 0.103
O -1.30118 -4.01242 1.79348 0.125
C -0.87775 -3.59252 0.70229 -0.481
O 0.01630 -2.58028 0.54583 -0.265
C -1.42351 -4.02085 -0.57202 -0.195
C -1.98757 -5.26463 -0.73354 0.050
C -2.22368 -5.70274 -2.03988 0.011
C -2.02240 -4.81261 -3.11466 -0.015
C -1.45965 -3.57435 -2.86299 -0.092
N -1.11403 -3.20806 -1.60772 -0.023
H -2.25497 -5.85362 0.12456 0.136
H -2.56489 -6.69813 -2.16852 0.111
H -2.11460 -5.19088 -4.11498 0.114
H -1.29968 -2.90450 -3.72528 0.110
C -3.60120 0.54450 -4.93542 -0.064
C -3.16333 1.88035 -4.34244 -0.172
C -2.70018 1.80959 -2.84273 -0.261
C -2.28324 3.27968 -2.61188 -0.181
C -1.20824 3.55841 -1.54733 -0.066
C -3.86590 1.48111 -1.87566 -0.286
O -4.89682 2.17579 -1.77254 0.104
N -3.75510 0.17084 -1.26591 0.216
C -2.56703 -0.42122 -0.97010 -0.550
O -2.37312 -1.10582 0.05480 0.029
N -1.53868 -0.17613 -1.83226 -0.077
C -1.48075 0.82593 -2.75151 -0.420
O -0.53511 1.00199 -3.51694 0.003
H -4.17246 0.79035 -5.84385 0.096
H -4.29908 0.10198 -4.23187 0.075
H -2.81444 -0.13495 -5.06044 0.045
H -4.02385 2.55674 -4.38947 0.136
H -2.35054 2.20144 -4.94226 0.103
H -3.25649 3.86597 -2.44649 0.153
H -1.96285 3.57195 -3.59659 0.101
H -1.55105 3.16149 -0.58509 0.068
H -1.22324 4.64072 -1.51743 0.080
H -0.23804 3.12428 -1.82729 0.063
H -4.47966 -0.08670 -0.55539 0.192
C 0.96375 -1.56543 -5.10621 -0.269
Sb 1.57621 -1.02970 -3.05936 1.331
C 2.57506 0.75010 -3.73152 -0.244
C 3.12717 -2.49176 -2.63869 -0.270
H 0.56757 -2.61717 -5.19150 0.013
H 1.64472 -1.33627 -5.92217 0.015
H 0.07171 -0.89327 -5.23963 0.004
H 2.01035 1.57954 -3.36614 -0.011
H 2.68829 0.80003 -4.86247 0.060
H 3.55853 0.71407 -3.36741 -0.014
H 2.78425 -3.42089 -3.16062 0.027
H 3.18862 -2.64139 -1.59506 -0.028
H 4.04491 -2.05819 -3.08625 0.024
```

## Properties
**LUMO (spin up / spin down)**: -0.1359 / -0.1635 Ha
**ΔE to the lowest compared entry with this formula, charge and spin**: 1.145 eV
**Orbital gap (spin up / spin down)**: 7.611 / 7.370 eV
**Total charge**: +1
**<S²>**: 3.780
**2S+1**: 4


[6]
Molecular formula: C4H7NOS
Method: DFT, ωB97M-V/def2-TZVPD

```
14
Properties=species:S:1:pos:R:3:lowdin_charge:R:1
C 0.44779 1.20255 0.06054 -0.126
C -0.44561 0.24524 0.01366 -0.360
C 1.93605 0.95978 0.09658 -0.290
C -2.51854 -1.02770 0.09882 -0.025
N 2.20613 -0.44736 -0.21715 -0.466
O -1.68862 0.06929 -0.32302 -0.091
S 0.89248 -1.47817 0.21595 0.739
H 0.00428 2.11319 -0.12313 0.087
H 2.56888 1.47477 -0.60011 0.103
H 2.32492 1.18088 1.15029 0.127
H -2.13546 -1.95311 -0.07389 0.043
H -3.44911 -1.03187 -0.32969 0.063
H -2.54502 -0.92663 1.24869 0.136
H 2.40184 -0.38086 -1.21753 0.059
```

## Properties
**LUMO**: 0.0276 Ha
**SMILES string**: COC1=CCNS1
**ΔE to the lowest compared entry with this formula, charge and spin**: 3.694 eV
**Orbital gap**: 8.842 eV


[7]
Molecular formula: C5H8O3Pm
Method: DFT, ωB97M-V/def2-TZVPD

```
17
Properties=species:S:1:pos:R:3:lowdin_charge:R:1
Pm 2.29393 2.21913 -0.36990 2.194
O 0.09386 1.46502 -0.69273 -0.137
O -0.18243 -0.76379 -0.42879 0.064
C 1.15252 -1.23814 -0.69991 -0.089
C 2.06630 -0.93448 0.47902 -0.237
O 2.02542 0.43410 0.74693 -0.404
C -0.38988 0.48772 -0.05516 -0.419
H 1.04164 -2.31768 -0.84549 0.162
H 1.48800 -0.76877 -1.63655 0.133
H 3.04852 -1.39606 0.27782 0.148
H 1.67060 -1.45766 1.36910 0.154
C -1.68720 0.63196 0.71212 -0.139
C -2.82807 0.77166 -0.24118 0.122
H -1.81100 -0.25827 1.34245 0.143
H -1.60156 1.51513 1.35809 0.137
H -2.99917 1.71937 -0.75098 0.081
H -3.38148 -0.10925 -0.56483 0.087
```

## Properties
**LUMO (spin up / spin down)**: -0.4074 / -0.3631 Ha
**ΔE to the lowest compared entry with this formula, charge and spin**: 0.559 eV
**Orbital gap (spin up / spin down)**: 3.858 / 8.805 eV
**Total charge**: +2
**<S²>**: 8.776
**2S+1**: 6


[8]
Molecular formula: C6H9F3N2S
Method: DFT, ωB97M-V/def2-TZVPD

```
21
Properties=species:S:1:pos:R:3:lowdin_charge:R:1
C 1.02880 0.52367 -0.70618 -0.003
C -1.44683 0.78239 0.05117 -0.269
C -2.52302 1.71024 0.29872 0.017
C 0.70389 1.90445 -0.37694 -0.017
C -0.15113 -3.09316 0.23782 -0.100
C 2.21032 -0.04226 0.14699 -0.553
N -0.16116 0.93526 0.03495 0.052
N -0.64459 -1.84007 0.03561 -0.398
F 3.37498 0.42046 -0.37139 0.181
F 2.21432 0.27400 1.42763 0.204
F 2.26896 -1.38270 0.12857 0.136
S -1.92032 -1.12037 0.06145 1.292
H -3.06692 1.17635 1.16544 0.154
H -2.06868 2.70175 0.53087 0.144
H -3.27614 1.65698 -0.50371 0.141
H 1.17354 0.68982 -1.70817 0.162
H 0.49837 2.30874 -1.31356 0.145
H 1.09000 2.67411 0.21767 0.165
H 0.74140 -3.19155 -0.50377 0.169
H 0.77400 -3.02748 1.01385 0.211
H -0.81980 -4.06063 0.13295 0.169
```

## Properties
**LUMO**: -0.4185 Ha
**ΔE to the lowest compared entry with this formula, charge and spin**: 4.703 eV
**Orbital gap**: 8.276 eV
**Total charge**: +2


What is the ΔE to the lowest compared entry with this formula, charge and spin in the eighth record? 4.703 eV


Which of these has the highest ΔE to the lowest compared entry with this formula, charge and spin? H18O21S3Zn3